Entry P
The following is a DFT calculation (ωB97M-V/def2-TZVPD) of an isolated ion of composition C4H13N3 and charge +2.

Structure (SMILES): N/C=[NH+]\CCC[NH3+]
HOMO-LUMO gap, eV: 12.006

The geometry in ORCA input format:
```
! RIJCOSX wB97M-V def2-TZVPD def2/J DEFGRID3
* xyz 2 1
N -1.212 -0.626 2.327
C -0.786 0.631 2.206
N -0.556 1.240 1.076
C -1.097 0.811 -0.237
C -0.282 -0.306 -0.912
C 1.216 -0.007 -0.912
N 1.937 -0.945 -1.876
H -1.322 -0.928 3.287
H -1.940 -0.955 1.698
H -0.640 1.181 3.132
H -0.277 2.208 1.171
H -1.124 1.693 -0.868
H -2.136 0.523 -0.102
H -0.500 -1.250 -0.411
H -0.582 -0.415 -1.959
H 1.649 -0.181 0.061
H 1.420 0.998 -1.264
H 2.654 -0.553 -2.491
H 2.354 -1.770 -1.431
H 1.224 -1.348 -2.495
*
```

***

Entry Q
The following is a DFT calculation (ωB97M-V/def2-TZVPD) of a 3-piece molecular cluster, C4H13N3 overall.

HOMO-LUMO gap (alpha / beta), eV: 8.159 / 8.160

The geometry in ORCA input format:
```
! RIJCOSX wB97M-V def2-TZVPD def2/J DEFGRID3
* xyz 2 1
C -1.347 -0.070 0.132
C -2.276 0.673 -0.585
C 0.075 -0.086 -1.652
C 2.270 -0.853 0.044
N -1.571 -0.810 1.202
N -0.017 -0.029 -0.349
N 0.971 -0.403 0.485
H -3.250 0.636 -0.075
H -1.883 1.693 -0.542
H -2.424 0.556 -1.615
H 1.422 1.477 1.683
H 1.024 -0.379 -2.198
H -0.800 0.207 -2.199
H 2.430 -1.575 -0.751
H 2.859 0.050 -0.429
H 2.863 -1.306 0.911
H -2.483 -0.811 1.680
H -0.879 -1.313 1.703
H 1.169 0.316 1.357
H 1.847 2.027 1.197
*
```

***

Energies in eV, measured from the most stable structure: entry P 0.000; entry Q 6.463.